DFT (ωB97M-V with the def2-TZVPD basis set) results for a molecular structure, C17H31NOPbS2Si3.

The geometry in XYZ format:
```
56
Properties=species:S:1:pos:R:3:forces:R:3:nbo_charge:R:1
Pb 0.45223 1.35948 1.36082 0.31 1.35 0.82 1.20
C -2.76387 -0.38919 1.73754 -0.47 -1.63 -0.68 -0.24
O -1.45774 -0.23940 1.19714 -0.66 0.50 0.29 -0.96
Si -0.40038 -1.51099 0.93031 1.59 -0.74 0.34 2.04
C -1.19509 -2.77729 -0.13580 -0.57 0.99 -0.52 -1.19
C -0.26227 -2.44889 2.58094 0.25 -0.78 -0.22 -1.18
C 1.11529 -0.53930 0.31870 -0.27 -1.61 -0.03 -2.07
Si 2.78109 -1.07014 1.06508 -0.03 0.07 -0.05 1.72
C 2.71935 -1.28422 2.94648 1.59 -0.14 -0.64 -1.12
C 3.48094 -2.71560 0.45649 0.92 0.35 -0.05 -1.13
C 4.12165 0.26542 0.87132 -0.32 -0.30 -0.90 -1.12
Si 1.12341 -0.66002 -1.56528 -0.57 -0.16 -0.02 1.79
C 1.15235 -2.46554 -2.23439 0.55 1.58 -1.24 -1.13
C 2.63824 0.05290 -2.39221 -0.21 1.00 -0.80 -1.17
C -0.47458 0.14264 -2.27751 1.11 -0.47 -0.08 -1.14
H -2.92389 -1.47629 1.96713 -0.10 0.91 -0.05 0.18
H -3.50159 -0.10104 0.97527 0.19 -0.04 0.23 0.19
H -2.95265 0.16908 2.64493 0.39 0.32 0.20 0.19
H -2.10624 -3.02313 0.40877 -0.14 -0.36 -0.17 0.24
H -0.56421 -3.63348 -0.26253 0.23 -0.59 0.00 0.25
H -1.45234 -2.36771 -1.11549 -0.14 -0.21 0.03 0.25
H -1.26609 -2.87099 2.84585 0.86 0.07 -0.28 0.24
H -0.03293 -1.72663 3.34981 0.25 0.12 0.49 0.23
H 0.54220 -3.27208 2.59877 -1.38 1.18 -0.09 0.25
H 2.30183 -2.23456 3.24550 0.23 -0.27 0.19 0.23
H 2.14618 -0.52807 3.41110 -0.70 1.00 0.64 0.22
H 3.78480 -1.14384 3.29953 -1.10 -0.43 -0.20 0.24
H 2.83840 -3.58041 0.62128 0.01 0.00 0.03 0.23
H 4.41408 -2.82883 1.04467 -0.49 -0.18 0.10 0.24
H 3.87593 -2.73607 -0.56556 -0.48 0.09 -0.08 0.24
H 3.81329 1.15838 1.38419 -0.04 0.47 0.71 0.23
H 4.32764 0.63445 -0.13239 -0.19 -0.28 -0.30 0.24
H 5.08214 -0.07990 1.23944 0.08 -0.05 0.41 0.24
H 0.17071 -2.76463 -2.61617 0.32 -0.14 0.05 0.23
H 1.53047 -3.15689 -1.50730 0.26 -0.54 0.14 0.23
H 1.88508 -2.32469 -3.10775 -1.03 -0.74 1.12 0.24
H 3.52822 -0.57267 -2.27361 -0.23 -0.24 -0.48 0.24
H 2.94270 1.01291 -1.96849 -0.27 0.10 -0.14 0.25
H 2.32762 0.25226 -3.48355 0.83 -0.51 1.43 0.24
H -0.86205 -0.61171 -2.95272 -0.32 -0.17 -0.23 0.23
H -0.19155 0.99617 -2.92066 -0.50 0.02 0.69 0.25
H -1.22078 0.30589 -1.49313 0.09 0.52 -0.32 0.24
S 1.43853 3.00293 -0.56565 0.28 0.35 -0.45 -0.24
C -0.21761 3.35456 -0.77660 -0.45 0.11 -0.35 -0.06
N -1.11155 2.81562 0.00610 -0.09 -0.54 -0.11 -0.59
C -2.40649 3.16630 -0.32009 0.08 0.52 1.06 0.11
C -3.51988 2.84181 0.45860 0.03 -0.45 -0.76 -0.22
C -4.72808 3.31381 0.02618 -1.65 0.34 1.21 -0.20
C -4.83998 4.19040 -1.04133 -1.36 0.27 -1.08 -0.22
C -3.77245 4.55852 -1.80650 1.53 -1.11 1.95 -0.20
C -2.51517 4.07846 -1.36842 -0.95 -0.27 -0.74 -0.23
S -0.96491 4.35968 -2.03282 1.19 0.15 -0.01 0.41
H -3.44079 2.16597 1.29128 0.11 0.04 0.21 0.22
H -5.66864 3.13904 0.59165 0.89 -0.20 -0.33 0.21
H -5.82434 4.57092 -1.36947 0.51 -0.33 0.50 0.21
H -3.89624 5.22659 -2.58943 0.02 1.07 -1.43 0.22
```
Forces are in eV/Å.

The calculation puts the LUMO energy at 0.38 eV. As for the total charge: 0. As for the frontier orbital gap: 8.19 eV. The value obtained for the energy above the lowest of the compared OMol25 structures with the same formula, charge and spin is 6.9 kcal/mol.



DFT (ωB97M-V with the def2-TZVPD basis set) results for a molecular structure, C17H32As3N5Pb.

The geometry in XYZ format:
```
58
Properties=species:S:1:pos:R:3:forces:R:3:nbo_charge:R:1
Pb -1.47542 -0.45960 1.67050 0.00 -0.04 -0.19 1.20
C -0.17509 3.24226 -0.74243 0.06 -0.01 0.18 -0.91
As -1.17442 1.60253 -0.47211 -0.03 0.04 -0.07 0.83
C -2.98188 2.25736 -0.77171 -0.03 -0.01 0.05 -0.93
C -0.96539 0.59525 -2.16525 0.07 -0.06 0.21 -0.70
C 0.33858 -0.14959 -2.53262 0.00 0.06 -0.04 -0.07
C 1.55025 0.78236 -2.44953 -0.15 -0.09 0.01 -0.63
C 0.54937 -1.43207 -1.70384 -0.10 0.16 0.05 -0.70
As 0.88966 -1.37309 0.24050 -0.04 -0.23 -0.14 0.85
C 2.71484 -0.75805 0.44199 -0.08 0.13 0.17 -0.91
C 1.10860 -3.27349 0.56634 -0.03 0.01 0.06 -0.93
C 0.09215 -0.57682 -4.01212 0.18 -0.09 -0.03 -0.73
As 1.53990 -1.20833 -5.16986 -0.01 -0.01 -0.13 1.44
C 2.74230 -2.56971 -4.55054 -0.03 0.00 0.03 -0.97
C 2.50782 0.18931 -6.05158 0.03 0.04 -0.02 -0.96
H -0.43581 3.62995 -1.72540 0.00 0.01 -0.06 0.26
H 0.89790 3.10257 -0.66375 0.02 -0.02 0.00 0.25
H -0.49323 3.95759 0.01355 0.00 0.01 0.01 0.27
H -3.15361 2.37734 -1.84036 0.02 0.01 -0.03 0.26
H -3.07611 3.23331 -0.29905 -0.02 0.00 0.05 0.26
H -3.73774 1.58581 -0.36910 0.01 -0.03 -0.01 0.25
H -1.15471 1.38090 -2.89934 -0.01 -0.01 -0.08 0.25
H -1.82185 -0.08481 -2.20730 0.02 0.00 -0.04 0.25
H 1.70542 1.13946 -1.43236 0.02 0.02 0.01 0.21
H 1.42194 1.65704 -3.08927 0.00 0.00 -0.01 0.24
H 2.46658 0.26976 -2.75029 0.03 -0.01 0.00 0.22
H 1.42686 -1.96746 -2.07347 0.02 -0.05 -0.03 0.24
H -0.30761 -2.10242 -1.81658 0.01 -0.01 -0.03 0.25
H 3.31868 -1.27839 -0.29842 0.05 -0.02 -0.04 0.26
H 3.05780 -1.03366 1.43738 0.02 -0.01 0.01 0.27
H 2.81008 0.31621 0.32072 0.00 0.02 -0.01 0.26
H 1.71905 -3.70928 -0.22263 0.04 0.00 -0.02 0.26
H 0.15071 -3.78909 0.60093 -0.01 0.01 -0.02 0.26
H 1.62969 -3.40805 1.51361 -0.01 -0.02 -0.01 0.25
H -0.27432 0.27078 -4.59377 -0.07 0.04 0.02 0.27
H -0.66213 -1.36283 -4.07525 -0.08 0.03 0.04 0.27
H 2.19845 -3.39620 -4.10226 -0.03 -0.02 0.00 0.27
H 3.46154 -2.13891 -3.85348 0.02 0.02 0.03 0.26
H 3.27226 -2.92051 -5.43491 0.05 -0.06 -0.01 0.30
H 1.82234 0.94691 -6.42208 -0.04 0.01 -0.01 0.28
H 3.03956 -0.26575 -6.88554 0.03 0.01 -0.05 0.30
H 3.22901 0.62576 -5.35942 0.01 0.01 0.04 0.27
N -0.09859 -2.04474 5.88493 0.07 -0.09 0.05 -0.28
C 0.02095 -2.00942 4.56103 0.19 0.02 -0.13 0.24
N -0.67416 -0.98573 4.07794 -0.37 0.27 0.42 -0.58
C -1.23682 -0.45073 5.22110 0.24 0.12 -0.22 0.25
N -0.88327 -1.05908 6.31912 -0.02 -0.24 -0.06 -0.17
C -2.12649 0.71223 5.32013 -0.07 0.12 -0.20 0.19
C -2.58777 1.08392 6.60757 -0.01 0.00 0.36 0.03
N -3.33368 2.13517 6.60226 0.02 0.00 -0.04 0.09
C -3.73879 2.90273 5.63535 -0.12 0.10 0.11 0.00
C -3.27475 2.46980 4.38075 0.16 -0.21 -0.10 0.07
N -2.49464 1.40387 4.25599 0.01 0.05 -0.06 -0.36
H 0.31529 -2.69432 6.54589 0.01 -0.01 -0.01 0.47
H 0.60969 -2.71462 3.99249 -0.03 0.04 0.08 0.25
H -2.34016 0.54306 7.52391 -0.03 0.08 -0.09 0.34
H -4.36756 3.77648 5.80323 0.04 -0.08 0.01 0.33
H -3.56126 3.02704 3.49844 -0.03 0.04 0.00 0.26
```
Forces are in eV/Å.

The calculation puts the LUMO energy (spin up / spin down) at -12.21 / -14.61 eV. As for the total charge: +4. As for the frontier orbital gap (spin up / spin down): 7.77 / 4.94 eV. The value obtained for the energy above the lowest of the compared OMol25 structures with the same formula, charge and spin is 0.0 kcal/mol.



DFT (ωB97M-V with the def2-TZVPD basis set) results for a molecular structure, C17H32GeN3O3Ru.

The geometry in XYZ format:
```
57
Properties=species:S:1:pos:R:3:forces:R:3:lowdin_spin:R:1
Ru 0.65816 -0.16055 0.18666 0.00 0.71 -0.18 0.80
N 2.00759 0.49763 -1.33594 0.19 -0.15 0.07 0.02
C 2.95016 1.58027 -0.97332 -0.06 -0.06 0.08 0.00
C 2.16912 2.84975 -0.67046 -0.07 -0.04 -0.03 0.00
C 1.61648 2.84702 0.75040 -0.02 -0.07 -0.24 0.00
O 1.83044 3.79456 1.49938 -0.20 0.14 0.07 0.00
O 0.90817 1.82286 1.05256 0.30 -0.22 0.10 0.00
H 2.52717 -0.32382 -1.63148 -0.01 0.05 -0.03 0.00
H 1.46162 0.79968 -2.14050 -0.04 -0.04 0.02 0.01
H 3.66902 1.74549 -1.78012 -0.04 0.00 -0.03 0.00
H 3.49309 1.23618 -0.09174 0.06 0.06 -0.03 0.00
H 1.30245 2.88348 -1.34162 0.04 0.11 -0.05 0.00
H 2.76453 3.74368 -0.84126 0.06 -0.03 0.09 0.00
C -3.72174 2.42767 2.89728 -0.03 -0.03 0.01 0.00
N -2.26930 2.41106 2.59845 0.09 -0.02 0.04 0.00
C -1.70820 3.72900 2.18034 0.03 0.06 -0.09 0.00
C -1.78429 1.30150 1.68597 -0.12 -0.13 0.01 0.00
C -2.05995 1.41616 0.20541 0.29 0.15 -0.05 0.00
C -3.11674 2.12292 -0.35614 -0.18 -0.07 -0.03 0.00
C -3.30230 2.16354 -1.73300 0.00 0.00 0.00 0.00
C -2.41537 1.48796 -2.55011 0.03 0.01 0.00 0.00
C -1.34292 0.80888 -1.98128 0.04 -0.02 -0.05 0.02
C -1.10694 0.76092 -0.60443 0.01 -0.03 -0.04 0.05
H -3.92230 3.20164 3.63535 0.01 0.00 0.00 0.00
H -3.99736 1.45256 3.29161 -0.02 0.00 0.00 0.00
H -4.28640 2.62062 1.99409 0.02 0.03 0.09 0.00
H -1.80926 2.18260 3.47892 0.03 0.06 -0.01 0.00
H -2.14574 4.01137 1.22789 -0.03 -0.01 0.02 0.00
H -0.63014 3.61082 2.06063 0.02 0.05 0.04 0.00
H -1.93864 4.46898 2.94373 0.00 -0.01 0.01 0.00
H -2.14353 0.35901 2.09905 -0.14 0.02 0.04 0.00
H -0.70812 1.35764 1.81793 -0.04 -0.20 0.03 0.00
H -3.83367 2.66542 0.24923 0.05 -0.05 -0.07 0.00
H -4.13506 2.71399 -2.15084 0.00 0.01 -0.01 0.00
H -2.54658 1.49730 -3.62574 -0.01 0.00 -0.01 0.00
H -0.66025 0.30236 -2.66232 -0.01 -0.04 0.01 0.00
C 1.75483 -2.87765 -2.39691 -0.04 -0.06 -0.05 0.00
Ge 1.19806 -4.18743 -1.04890 0.10 -0.04 -0.09 0.00
C 0.08023 -5.56533 -1.87673 0.02 0.03 0.04 0.00
C 2.75775 -5.01878 -0.20738 -0.05 0.02 0.02 0.00
C 0.14262 -3.27844 0.30807 -0.06 0.07 -0.54 0.03
H 1.83500 -3.35694 -3.37331 0.02 -0.01 0.01 0.00
H 2.73048 -2.45709 -2.14968 -0.01 0.01 0.04 0.00
H 1.01635 -2.07808 -2.46912 0.01 0.01 0.03 0.00
H 0.68431 -6.21113 -2.51437 0.00 0.00 -0.01 0.00
H -0.70275 -5.11136 -2.48372 -0.01 0.01 0.00 0.00
H -0.39418 -6.18478 -1.11537 0.00 -0.01 0.01 0.00
H 3.17404 -5.80174 -0.84127 0.00 0.01 -0.02 0.00
H 2.48138 -5.46262 0.74915 0.00 -0.02 -0.01 0.00
H 3.52919 -4.27193 -0.02085 0.00 0.01 0.02 0.00
H -0.40005 -3.79287 1.09814 -0.03 -0.01 0.00 0.00
O -0.67936 -1.37888 1.23479 0.23 -0.18 -0.21 -0.02
N 0.00801 -2.00863 0.27423 -0.37 -0.14 1.13 -0.01
C 2.06665 -0.74653 1.66194 -0.05 0.05 -0.18 0.07
H 2.87811 -1.35535 1.23469 -0.03 0.01 -0.08 0.02
H 1.55129 -1.36573 2.40183 0.05 0.01 0.06 0.00
H 2.51485 0.12119 2.15019 -0.03 0.00 0.05 0.00
```
Forces are in eV/Å.

The calculation puts the LUMO energy (spin up / spin down) at 0.23 / 0.23 eV. As for the total charge: 0. As for the spin multiplicity: 2. As for the frontier orbital gap (spin up / spin down): 7.15 / 7.55 eV.



DFT (ωB97M-V with the def2-TZVPD basis set) results for 2 unconnected molecules or ions with the total composition C17H32N3O2.

The geometry in XYZ format:
```
54
Properties=species:S:1:pos:R:3:forces:R:3:lowdin_spin:R:1
C -2.69364 -3.44386 -0.03661 -0.25 0.37 -0.70 0.00
C -2.16927 -3.39712 -1.47617 0.00 -0.38 0.71 0.00
C -0.64652 -3.19512 -1.58546 -0.48 0.06 -0.69 0.00
C -0.23718 -1.93677 -2.37068 0.52 -0.04 0.23 0.00
N 0.49771 -0.92962 -1.59360 -0.21 -0.68 0.00 0.00
C -0.19165 -0.28580 -0.48854 0.57 1.01 0.08 0.00
O -0.26946 -1.14795 0.63535 -0.05 -0.22 0.19 0.00
C -1.61908 0.19935 -0.76337 0.20 0.21 0.43 0.01
C -1.72376 1.61424 -1.33791 -0.84 0.10 -0.60 0.03
C -1.11704 1.75018 -2.73561 -0.02 0.33 0.36 0.01
C -3.22266 1.88961 -1.50524 0.25 -0.36 -0.32 0.00
N -1.14259 2.62174 -0.39261 -0.62 -1.07 0.71 0.38
O -1.96774 3.41795 0.17854 0.35 0.19 -0.40 0.52
C -0.09886 2.10158 0.52322 1.00 0.83 0.73 0.03
C 0.92246 3.23237 0.72934 -0.02 -0.27 -0.25 0.01
C -0.66280 1.77540 1.91729 -0.29 -0.14 -0.34 0.01
C 0.66076 0.94969 -0.10551 -0.54 -0.13 -0.83 0.00
H -3.74479 -3.71571 -0.06537 -0.18 -0.19 0.18 0.00
H -2.14760 -4.16776 0.55492 0.10 -0.05 0.24 0.00
H -2.64162 -2.45296 0.40381 0.24 0.01 0.32 0.00
H -2.43786 -4.34046 -1.94383 -0.03 -0.14 -0.19 0.00
H -2.72955 -2.63584 -2.01199 0.06 0.21 -0.20 0.00
H -0.26042 -4.04754 -2.13513 0.19 -0.17 -0.06 0.00
H -0.17283 -3.22284 -0.61520 0.04 0.18 0.23 0.00
H 0.43544 -2.24775 -3.16490 0.21 0.08 -0.11 0.00
H -1.09580 -1.50576 -2.88657 -0.32 0.04 0.01 0.00
H 0.86757 -0.24813 -2.23849 0.08 0.08 0.14 0.00
H 0.60393 -1.18216 1.05290 -0.19 -0.06 -0.29 0.00
H -2.12936 0.22408 0.19282 -0.13 -0.12 0.21 0.00
H -2.20066 -0.46435 -1.39301 0.10 -0.24 -0.18 0.00
H -0.08019 1.44408 -2.79198 0.15 0.05 -0.12 0.00
H -1.71632 1.17911 -3.43317 0.05 -0.33 -0.19 0.00
H -1.20544 2.78983 -3.03382 0.17 0.20 -0.11 0.00
H -3.41186 2.88301 -1.88973 -0.08 0.26 0.22 0.00
H -3.57610 1.18854 -2.25794 -0.11 -0.12 -0.10 0.00
H -3.77722 1.68024 -0.59961 -0.09 0.32 0.24 0.00
H 0.45581 4.06912 1.23061 -0.11 0.27 -0.04 0.00
H 1.74100 2.87427 1.34671 0.12 -0.06 0.17 0.00
H 1.33704 3.53926 -0.22795 0.03 0.18 -0.09 0.00
H -0.61805 2.65447 2.54323 0.01 0.19 0.20 0.00
H -1.70417 1.47482 1.88313 -0.10 -0.19 -0.02 0.00
H -0.08051 0.97921 2.36657 0.07 -0.09 0.16 0.00
H 1.12745 1.33863 -1.00982 0.11 0.04 -0.12 0.00
H 1.48593 0.66633 0.53893 0.10 -0.16 0.23 0.00
N 3.68517 -1.32573 2.90077 -0.03 0.01 -0.01 0.00
C 4.29351 -0.67479 1.86095 -0.07 -0.03 -0.05 0.00
C 4.98091 0.39034 2.37828 -0.02 0.01 -0.02 0.00
C 4.78147 0.37971 3.78532 -0.01 0.00 0.03 0.00
C 3.97944 -0.69094 4.07688 -0.03 0.00 -0.01 0.00
H 3.11181 -2.14480 2.81450 0.06 -0.02 0.01 0.00
H 4.18466 -1.02499 0.84827 0.02 0.01 -0.01 0.00
H 5.56279 1.09791 1.81202 0.01 0.00 0.00 0.00
H 5.18204 1.07773 4.50089 0.00 0.00 0.00 0.00
H 3.59569 -1.05404 5.01456 0.00 0.01 0.01 0.00
```
Forces are in eV/Å.

The calculation puts the LUMO energy (spin up / spin down) at 0.56 / 0.52 eV. As for the total charge: 0. As for the spin multiplicity: 2. As for the frontier orbital gap (spin up / spin down): 8.82 / 9.05 eV.



Number 1: largest force on an atom 2.72 eV/Å. Number 2: largest force on an atom 0.62 eV/Å. Number 3: largest force on an atom 1.20 eV/Å. Number 4: largest force on an atom 1.49 eV/Å.